[1]
Computed, not measured: a structure of composition C25H30B2BrF4N6O10ReS2 at a distorted geometry, with ωB97M-V/def2-TZVPD.

XYZ file:
```
81
Properties=species:S:1:pos:R:3:forces:R:3
Re 0.16622 -0.16305 0.32290 -0.4 0.7 0.4
C 4.29951 1.05304 0.89707 -0.1 -0.1 -0.1
C 2.84848 0.91557 0.58390 0.3 -0.4 0.5
N 2.14273 -0.14230 0.88242 0.1 0.0 -0.4
O 2.74681 -1.21632 1.38361 0.4 0.2 0.3
B 1.84378 -2.41177 1.67302 -0.7 0.3 -0.1
F 2.58405 -3.37099 2.24343 0.2 -0.1 -0.1
F 0.78770 -1.93187 2.46483 0.0 -0.1 0.2
O 1.22898 -2.94667 0.40705 0.1 -0.4 -0.1
N 0.34486 -2.11226 -0.16445 -0.2 0.5 0.0
C -0.33468 -2.51732 -1.22219 0.1 -0.4 0.2
C -0.28107 -3.92422 -1.71193 0.1 0.0 0.1
C -1.05469 -1.48302 -1.90243 -0.2 0.1 -0.3
N -0.93597 -0.28249 -1.34964 0.1 0.1 0.6
O -1.48796 0.78315 -2.04615 -0.2 -0.5 -0.2
B -0.96488 2.08738 -1.94318 0.2 -0.3 -0.4
F -3.94246 2.10946 -2.12797 0.3 0.5 0.6
F -1.19957 2.80077 -3.05427 0.0 0.1 0.0
O 0.26700 2.40602 -1.35341 0.4 0.5 0.3
N 0.86280 1.63521 -0.38902 0.4 -0.2 0.1
C 2.12708 1.91588 -0.16498 -0.6 0.3 -0.3
C 2.78007 3.12412 -0.73738 -0.1 0.0 -0.1
C -1.76748 -1.73226 -3.18708 0.0 0.2 0.1
H 4.65678 0.14514 1.37390 0.0 0.0 0.0
H 4.45986 1.89779 1.56723 0.0 0.0 0.0
H 4.86770 1.23416 -0.01473 0.1 0.0 0.0
H 0.25465 -4.53007 -0.98676 0.0 -0.1 0.0
H 0.24367 -3.98531 -2.66609 0.0 0.0 -0.1
H -1.28494 -4.32430 -1.85344 0.0 0.0 0.0
H 2.01534 3.81362 -1.08077 0.1 0.1 0.0
H 3.40831 2.86174 -1.59021 0.0 0.0 0.0
H 3.41046 3.60853 0.00514 0.1 0.0 0.1
H -2.44313 -2.58197 -3.09388 0.0 0.0 0.0
H -1.04628 -1.96944 -3.97154 0.0 0.0 -0.1
H -2.32575 -0.84672 -3.47662 0.0 -0.1 -0.1
O -4.27067 2.48037 0.21351 0.1 0.0 -0.5
S -3.53162 3.11008 -0.99754 -0.2 -0.5 -0.2
O -2.10093 2.95855 -0.81697 -0.5 -0.1 0.1
O -4.05801 4.36726 -1.30242 -0.2 0.2 0.0
S -3.53470 1.06760 0.94491 0.6 0.4 0.3
C -4.03909 -2.87718 5.93686 -0.1 0.2 0.1
C -4.13924 -1.40074 6.30806 0.1 -0.3 0.1
N -3.42666 -0.54486 5.36050 0.0 0.0 0.0
C -4.21500 0.20344 4.39843 -0.2 -0.1 -0.2
C -4.94782 -0.69512 3.40353 0.0 -0.1 0.3
C -2.09723 -0.39811 5.55699 -0.1 0.1 -0.1
O -1.49487 -0.90498 6.48509 0.1 0.0 0.0
C -1.30282 0.43302 4.57682 0.2 0.0 0.0
C -0.60740 1.54525 5.03682 0.0 0.0 -0.2
C 0.25503 2.19593 4.16955 -0.1 0.0 0.0
C 0.41066 1.70890 2.88633 0.1 0.2 0.1
N -0.24259 0.63151 2.44364 0.1 -0.1 -0.9
C -1.07770 0.00502 3.27766 -0.1 -0.2 0.3
H -4.56818 -3.47261 6.67884 0.0 -0.1 0.0
H -2.99578 -3.18727 5.93579 0.0 0.0 0.0
H -4.47342 -3.07423 4.95771 0.0 0.0 0.0
H -3.68381 -1.25731 7.28946 -0.1 0.1 0.0
H -5.18008 -1.07593 6.34525 0.0 0.1 0.0
H -3.55638 0.88515 3.86042 -0.1 0.0 0.1
H -4.95482 0.79812 4.94633 0.1 0.1 -0.1
H -4.25350 -1.37854 2.91405 -0.3 0.2 0.5
H -5.43199 -0.07836 2.64742 -0.1 0.0 0.0
H -5.71550 -1.28205 3.90483 -0.1 0.0 0.0
H -0.73170 1.88886 6.05426 0.0 -0.1 0.1
H 0.80823 3.07091 4.47706 0.0 0.0 0.0
H 1.09202 2.18826 2.19733 0.0 0.0 0.0
H -1.55283 -0.89078 2.90992 0.0 0.0 0.0
Br -3.15373 -3.69096 2.24859 0.1 -0.4 -0.3
C -4.34024 -3.58526 0.77861 0.1 0.4 0.0
C -5.03539 -4.73328 0.43282 0.2 0.0 0.1
C -5.97138 -4.70779 -0.58683 0.0 0.1 0.0
C -6.22802 -3.52998 -1.28003 0.0 -0.1 -0.1
C -5.53461 -2.38550 -0.95781 0.2 0.1 0.2
C -4.57758 -2.38661 0.07264 -0.3 -0.7 -0.1
C -3.97075 -1.13400 0.43926 0.9 0.9 1.0
O -4.41414 0.01349 -0.05469 -0.5 -0.3 -0.5
O -3.09115 -0.90440 1.30799 -0.3 -0.6 -1.2
H -4.83543 -5.64042 0.98428 -0.1 0.0 0.0
H -6.51188 -5.61351 -0.82145 0.0 0.0 -0.1
H -6.96987 -3.50673 -2.06478 0.0 0.0 0.0
H -5.72139 -1.45600 -1.47654 -0.1 0.0 -0.1
```
Forces are in eV/Å.

Orbital gap (spin up / spin down)   6.86 / 6.63 eV
Multiplicity   4
Relative energy (zero: lowest compared OMol25 entry of this formula, charge and spin)   3.431 eV
Total charge   +1
Lowest unoccupied orbital energy (spin up / spin down)   -3.5 / -4.3 eV
DFT total energy   -161890.04434 eV
Highest occupied orbital energy (spin up / spin down)   -10.399 / -10.956 eV
⟨S²⟩   3.777

Results of the Mulliken charge analysis, in e, for atoms 1 through 6: 1.2363, -1.7181, 0.6746, 0.4027, -0.4834, 0.4136

=====

[2]
Computed, not measured: a structure of composition C25H30B2Cl3O3S at a distorted geometry, with ωB97M-V/def2-TZVPD.

XYZ file:
```
64
Properties=species:S:1:pos:R:3:forces:R:3
Cl -1.12912 4.24050 1.27923 -0.4 0.4 -0.7
B -0.03897 2.90593 1.68385 0.3 -2.5 -2.3
Cl 1.60879 3.41131 2.16569 0.3 -0.3 -0.4
Cl -0.83977 2.83792 3.81559 -0.4 -0.6 0.6
O -0.26891 1.51588 1.11355 -1.2 2.5 2.4
C 0.42223 0.94570 0.03324 1.9 -1.7 -0.9
C 0.46674 1.89480 -1.06287 0.6 0.6 2.6
C 1.74371 2.25880 -1.45473 -0.7 0.4 -0.7
C 1.79930 3.13415 -2.52583 0.3 0.1 0.4
C 0.59937 3.63959 -3.02985 0.5 0.6 -0.8
C -0.66370 3.35547 -2.50234 0.1 0.3 0.3
C -0.74320 2.48964 -1.41989 0.4 0.6 -1.0
H 1.34399 0.41893 0.41126 -0.5 1.3 -0.3
H 2.58209 1.85265 -0.87280 -0.2 0.2 -0.7
H 2.79066 3.43072 -2.88060 -0.5 0.2 -0.3
H 0.68967 4.35897 -3.84233 -0.2 -0.1 0.0
H -1.54798 3.87347 -2.89946 0.4 -0.3 0.2
H -1.67223 2.33043 -0.85421 0.6 -0.3 -0.5
C 0.86861 1.77980 -6.39141 0.0 0.4 -0.3
C 0.68791 0.88436 -5.20424 -0.4 0.0 0.4
C 1.76055 0.34876 -4.49952 -0.1 -0.2 0.2
C 1.58247 -0.24106 -3.24922 0.2 0.3 -0.3
C 0.33392 -0.27070 -2.61916 0.1 0.6 0.3
B -0.61273 1.08488 3.52284 -0.2 -1.0 -0.2
C 0.23672 -0.59043 -1.09940 -1.3 -1.1 -0.5
C 1.20184 -1.62865 -0.71388 0.7 0.5 1.0
C 0.63433 -2.85473 -0.37904 -1.4 -0.3 -0.8
C -0.74296 -2.95124 -0.62349 2.6 -1.3 1.1
C -1.60555 -4.15101 -0.55573 -0.7 0.4 -0.2
S -1.38322 -1.37094 -0.86884 -1.0 0.6 0.1
O 0.51394 0.48060 3.96773 -0.3 0.1 0.5
C 0.17383 -0.91699 4.19092 0.3 -0.3 0.3
C 1.21887 -1.74394 3.45295 -0.1 -0.2 -0.6
C 0.40258 -1.19015 5.68396 -0.1 0.0 0.4
C -1.34446 -1.02470 3.70925 0.0 -0.4 -0.3
C -1.56684 -2.09597 2.65923 0.4 -0.4 -0.4
C -2.35912 -1.20138 4.83420 0.0 0.3 0.3
O -1.62693 0.27697 3.11641 0.1 0.1 1.0
C -0.76492 0.03254 -3.43250 -0.2 0.4 -0.5
C -0.58021 0.64719 -4.68294 -0.1 -0.3 0.3
H -0.07893 1.88359 -6.94631 0.4 -0.1 0.1
H 1.17000 2.80026 -6.07114 -0.1 -0.5 -0.1
H 1.64949 1.41551 -7.07272 -0.2 0.1 0.1
H 2.75753 0.47268 -4.90607 0.1 -0.1 0.0
H 2.44423 -0.65565 -2.73701 -0.1 0.2 0.1
H 2.27454 -1.44853 -0.70699 -0.2 0.0 0.0
H 1.24056 -3.69205 -0.02811 -0.2 0.0 -0.3
H -1.09141 -5.09432 -0.36223 0.3 0.2 0.1
H -2.36606 -4.01038 0.22148 -0.3 -0.3 0.1
H -2.13172 -4.26277 -1.51819 -0.2 -0.2 0.2
H 1.07969 -2.82300 3.59973 -0.1 0.3 0.0
H 1.23821 -1.53752 2.38053 -0.2 -0.1 0.0
H 2.20586 -1.48097 3.83965 -0.1 0.0 0.1
H 0.18968 -2.24235 5.96768 0.1 0.6 -0.3
H 1.45965 -0.98819 5.89700 -0.2 -0.1 -0.1
H -0.17140 -0.52996 6.34361 -0.1 -0.1 -0.2
H -1.30224 -3.09386 3.06286 -0.1 0.5 -0.2
H -2.61251 -2.13281 2.33390 0.1 0.1 0.2
H -0.97439 -1.91768 1.74596 -0.1 -0.1 0.4
H -2.24481 -2.16135 5.34572 0.0 0.1 -0.1
H -2.28649 -0.38618 5.56508 0.1 -0.2 0.0
H -3.36828 -1.14097 4.42040 0.1 -0.1 -0.1
H -1.79610 -0.17410 -3.11320 0.6 0.3 0.1
H -1.45642 1.00256 -5.23724 0.2 -0.2 0.2
```
Forces are in eV/Å.

Orbital gap   3.95 eV
Relative energy (zero: lowest compared OMol25 entry of this formula, charge and spin)   5.536 eV
Total charge   -1
Lowest unoccupied orbital energy   2.5 eV
DFT total energy   -82312.89346 eV
Highest occupied orbital energy   -1.472 eV

Results of the Mulliken charge analysis, in e, for atoms 1 through 6: -0.2767, 1.1035, -0.2793, -0.3410, -0.4083, -1.2291

=====

[3]
Computed, not measured: a structure of composition C25H30BBr2N8Pd, with ωB97M-V/def2-TZVPD.

XYZ file:
```
67
Properties=species:S:1:pos:R:3:forces:R:3
Pd -0.30420 0.39131 1.20655 -0.1 -0.1 0.5
C 0.30219 4.35051 0.31699 0.0 0.1 0.0
C 0.61232 3.25060 -0.64626 -0.1 0.1 0.1
C 0.64274 3.29885 -2.05182 0.0 0.1 0.0
C 1.07467 2.04604 -2.43493 -0.1 -0.2 0.0
C 1.26935 1.50284 -3.81212 0.0 0.1 0.0
N 1.26376 1.31305 -1.31544 0.1 0.0 0.3
N 0.97441 2.05601 -0.20685 0.2 0.0 -0.5
B 2.00257 -0.06536 -1.16970 -0.1 0.0 -0.1
N 2.71312 -0.12266 0.20418 -0.4 0.0 0.0
N 2.03342 -0.12110 1.38806 0.2 0.0 -0.4
C 2.94294 -0.08283 2.34225 0.0 0.0 0.1
C 2.51828 -0.06979 3.77525 0.0 0.0 0.0
C 4.24245 -0.04861 1.78906 0.0 0.0 0.1
C 4.04486 -0.07036 0.42786 -0.1 0.0 -0.2
C 5.05169 -0.04062 -0.67510 0.1 0.0 0.1
N 1.09848 -1.32727 -1.39189 0.2 -0.1 0.2
N 0.43447 -1.86172 -0.33223 0.1 0.0 -0.3
C 0.04639 -3.06870 -0.69377 -0.1 -0.1 0.0
C -0.62819 -3.96685 0.29534 0.0 0.0 -0.1
C 0.43033 -3.33981 -2.02306 0.1 -0.1 0.1
C 1.12297 -2.21889 -2.42172 -0.1 0.3 0.0
C 1.74315 -1.95553 -3.75791 0.0 -0.1 0.0
H -0.25938 5.14886 -0.17325 0.0 0.0 0.0
H 1.22075 4.78474 0.72044 0.0 0.0 0.0
H -0.28546 3.96275 1.14723 0.0 0.0 0.0
H 0.39750 4.12800 -2.69881 0.0 0.0 0.0
H 1.49042 2.31523 -4.50598 0.0 0.0 0.0
H 0.37314 0.99041 -4.17179 0.0 0.0 0.0
H 2.09112 0.79200 -3.84694 0.0 0.0 0.0
H 2.85520 -0.10149 -2.02808 -0.1 0.0 0.1
H 1.43015 -0.02181 3.81317 0.0 0.0 0.0
H 2.92365 0.79572 4.30562 0.0 0.0 0.0
H 2.84990 -0.96772 4.30360 0.0 0.0 0.0
H 5.19079 -0.01556 2.30356 0.0 0.0 0.0
H 6.05498 -0.03475 -0.24719 0.0 0.0 0.0
H 4.93881 0.84719 -1.29906 0.0 0.0 0.0
H 4.96099 -0.90883 -1.32930 0.0 0.0 0.0
H -0.88609 -3.39973 1.18950 0.0 0.0 0.0
H 0.03299 -4.78525 0.59390 0.0 0.0 0.0
H -1.53716 -4.41027 -0.11513 0.0 0.0 0.0
H 0.25217 -4.23232 -2.60401 0.0 0.0 0.0
H 2.03501 -2.90041 -4.21969 0.0 0.0 0.0
H 2.62766 -1.32913 -3.67878 0.0 0.0 0.0
H 1.04312 -1.45965 -4.43419 0.0 0.0 0.0
Br -5.00799 1.73753 -1.52983 0.0 0.0 0.0
C -4.05805 1.95009 0.09882 0.1 0.0 -0.1
C -4.73298 1.93753 1.30096 0.0 0.0 0.1
C -3.97026 2.11380 2.45337 0.0 0.0 0.0
C -2.59929 2.23660 2.34019 0.1 -0.1 -0.1
N -1.94526 2.19707 1.16638 -0.2 0.3 0.2
C -2.68081 2.11967 0.05474 0.0 -0.2 0.0
H -5.80605 1.80804 1.33698 0.0 0.0 0.0
H -4.44272 2.14792 3.42783 0.0 0.0 0.0
H -1.97077 2.33733 3.21697 0.0 0.0 0.0
H -2.13983 2.16205 -0.88495 0.0 0.0 0.0
Br -4.03902 -2.80749 -1.48400 0.0 0.0 -0.1
C -3.53443 -2.23325 0.24542 0.1 0.1 -0.1
C -3.97989 -2.91206 1.36063 0.0 -0.1 0.1
C -3.55779 -2.44579 2.59515 0.0 0.1 0.1
C -2.72599 -1.33740 2.64821 0.0 0.0 0.2
N -2.28995 -0.68616 1.56841 0.1 -0.2 -0.5
C -2.70369 -1.13334 0.37194 -0.1 0.0 0.2
H -4.62242 -3.77684 1.26425 0.0 0.0 0.0
H -3.87296 -2.93157 3.50955 0.0 0.0 0.0
H -2.39243 -0.93702 3.59888 0.0 0.0 0.0
H -2.35982 -0.59381 -0.49743 0.1 0.0 -0.1
```
Forces are in eV/Å.

Orbital gap (spin up / spin down)   4.83 / 4.83 eV
Relative energy (zero: lowest compared OMol25 entry of this formula, charge and spin)   0.903 eV
Total charge   -1
Lowest unoccupied orbital energy (spin up / spin down)   2.5 / 2.5 eV
DFT total energy   -182576.53741 eV
Highest occupied orbital energy (spin up / spin down)   -2.315 / -2.317 eV

Results of the Mulliken charge analysis, in e, for atoms 1 through 6: -0.0814, -1.4028, 0.5762, -1.4156, 0.9132, -1.2654

=====

> Which of these has the lowest DFT total energy?

C25H30BBr2N8Pd

=====

> What is the relative energy (zero: lowest compared OMol25 entry of this formula, charge and spin) in the third record?

0.903 eV